w | The ion C2H5NO with charge +1. Source: OMol25; level of theory: ωB97M-V/def2-TZVPD.

Calculated values
2S+1	2
expectation value of S²	0.75
highest occupied orbital energy (alpha / beta)	-18.353 / -18.052	eV
charge	+1
orbital gap (alpha / beta)	13.90 / 8.75	eV
LUMO level (alpha / beta)	-4.45 / -9.30	eV

The geometry in XYZ format:
```
9
C2H5NO | OMol25 | ωB97M-V/def2-TZVPD
C 1.3835 0.2379 0.2159
C -0.0989 0.0183 -0.0207
N -0.7055 -0.9172 0.5975
O -0.7042 0.7638 -0.8308
H 1.9768 -0.2789 -0.5540
H 1.6587 1.2877 0.2861
H 1.6009 -0.2054 1.1748
H -1.7147 -0.9073 0.6085
H -0.1305 -1.4874 1.1946
```

x | A structure of composition C2H5NO. Source: OMol25; level of theory: ωB97M-V/def2-TZVPD.

Calculated values
2S+1	2
expectation value of S²	0.76
highest occupied orbital energy (alpha / beta)	-18.451 / -18.330	eV
charge	+1
orbital gap (alpha / beta)	11.22 / 8.48	eV
LUMO level (alpha / beta)	-7.23 / -9.85	eV

The geometry in XYZ format:
```
9
C2H5NO | OMol25 | ωB97M-V/def2-TZVPD
C 0.8753 -0.2381 -0.5101
C -0.4513 -0.0605 0.2295
N -1.0695 1.1332 -0.0666
O -0.6212 -1.1159 1.1446
H 1.4346 0.6918 -0.4935
H 0.6500 -0.3901 -1.5965
H 1.4529 -1.0108 -0.0480
H -2.1123 1.0767 -0.0681
H -0.1585 -0.0863 1.4086
```

What is the stability order? It is w, x, from most stable to least stable.